(1)
148
Properties=species:S:1:pos:R:3 method="wB97M-V/def2-TZVPD" e_tot_ev=-78253.0316 e_lumo_ev=0.4 mol_weight_g_mol=944.36 multiplicity=1 smiles="CC(=O)OCCCCCC[C@@H](C#N)[C@](C#N)(CCCCN)Cc1cccc(C)c1.c1ccccc1.c1ccccc1.c1ccccc1.c1ccccc1.c1ccccc1.c1ccccc1.c1ccccc1" orbital_gap_ev=9.22 homo_energy_ev=-8.79
C -7.534 1.445 1.178
C -7.863 1.589 -0.358
O -9.012 1.860 -0.631
O -6.889 1.370 -1.331
C -7.363 1.916 -2.590
C -6.275 1.916 -3.753
C -5.111 0.873 -3.581
C -3.884 1.181 -4.563
C -3.136 2.436 -3.969
C -1.791 2.802 -4.708
C -1.057 4.083 -4.147
C -2.050 5.290 -4.220
N -2.769 6.180 -4.279
C -0.459 3.891 -2.660
C -1.636 4.249 -1.703
N -2.498 4.414 -0.967
C 0.790 4.861 -2.562
C 0.468 6.386 -2.271
C 0.992 6.917 -0.862
C -0.103 7.750 -0.061
N -1.382 7.023 0.092
C -0.075 2.395 -2.371
C 0.628 2.135 -1.005
C 0.670 3.035 0.149
C 1.356 2.644 1.384
C 2.016 1.328 1.540
C 1.958 0.399 0.405
C 2.565 -1.053 0.416
C 1.288 0.820 -0.843
H -8.288 0.727 1.610
H -6.481 1.127 1.380
H -7.779 2.440 1.651
H -8.272 1.385 -2.989
H -7.618 2.996 -2.382
H -6.817 1.632 -4.708
H -5.943 2.976 -3.897
H -4.681 1.022 -2.543
H -5.440 -0.198 -3.625
H -4.229 1.312 -5.627
H -3.160 0.315 -4.511
H -2.939 2.204 -2.878
H -3.838 3.318 -3.955
H -2.085 3.051 -5.775
H -1.100 1.913 -4.809
H -0.246 4.337 -4.891
H 1.321 4.835 -3.562
H 1.564 4.542 -1.811
H -0.612 6.671 -2.359
H 1.013 7.001 -3.050
H 1.820 7.664 -1.063
H 1.461 6.111 -0.234
H -0.343 8.725 -0.585
H 0.272 7.965 0.985
H -2.154 7.471 -0.397
H -1.635 6.869 1.065
H -0.950 1.682 -2.425
H 0.625 2.057 -3.194
H 0.197 4.042 0.100
H 1.394 3.308 2.283
H 2.537 1.058 2.492
H 1.777 -1.706 -0.070
H 2.674 -1.457 1.464
H 3.505 -1.150 -0.183
H 1.279 0.103 -1.699
C -2.949 -3.146 0.953
C -1.635 -2.781 0.684
C -1.360 -1.548 0.109
C -2.397 -0.671 -0.188
C -3.711 -1.033 0.083
C -3.988 -2.273 0.650
H -3.163 -4.111 1.398
H -0.824 -3.461 0.922
H -0.336 -1.267 -0.106
H -2.180 0.295 -0.632
H -4.520 -0.349 -0.147
H -5.013 -2.557 0.857
C -9.906 0.732 -8.824
C -9.311 -0.086 -7.871
C -9.404 0.237 -6.522
C -10.099 1.375 -6.127
C -10.698 2.190 -7.080
C -10.598 1.871 -8.429
H -9.831 0.481 -9.876
H -8.775 -0.976 -8.179
H -8.936 -0.396 -5.777
H -10.176 1.624 -5.075
H -11.241 3.075 -6.772
H -11.059 2.510 -9.173
C 4.855 5.437 1.604
C 5.969 6.210 1.300
C 6.330 6.420 -0.025
C 5.570 5.864 -1.048
C 4.454 5.094 -0.744
C 4.098 4.877 0.581
H 4.576 5.271 2.638
H 6.558 6.649 2.098
H 7.203 7.017 -0.262
H 5.849 6.031 -2.082
H 3.860 4.662 -1.542
H 3.230 4.271 0.818
C 7.082 -2.798 1.881
C 6.494 -1.567 1.611
C 5.963 -0.808 2.648
C 6.029 -1.275 3.955
C 6.620 -2.504 4.225
C 7.143 -3.267 3.188
H 7.493 -3.391 1.072
H 6.449 -1.200 0.592
H 5.498 0.149 2.437
H 5.619 -0.681 4.764
H 6.672 -2.867 5.246
H 7.599 -4.228 3.398
C 2.472 -5.326 2.209
C 2.634 -5.621 3.557
C 1.656 -6.342 4.233
C 0.521 -6.776 3.558
C 0.362 -6.484 2.208
C 1.335 -5.756 1.535
H 3.233 -4.760 1.683
H 3.522 -5.288 4.082
H 1.779 -6.566 5.286
H -0.239 -7.342 4.084
H -0.522 -6.825 1.681
H 1.207 -5.523 0.483
C 2.356 -9.104 1.521
C 2.445 -10.475 1.735
C 2.990 -11.298 0.756
C 3.455 -10.750 -0.433
C 3.370 -9.379 -0.645
C 2.816 -8.557 0.329
H 1.929 -8.464 2.281
H 2.089 -10.902 2.665
H 3.053 -12.368 0.921
H 3.885 -11.391 -1.194
H 3.734 -8.951 -1.572
H 2.745 -7.490 0.161
C 6.051 -3.861 10.563
C 7.405 -3.551 10.582
C 7.972 -2.848 9.526
C 7.182 -2.446 8.456
C 5.826 -2.753 8.439
C 5.261 -3.464 9.490
H 5.609 -4.413 11.385
H 8.020 -3.859 11.420
H 9.030 -2.612 9.538
H 7.624 -1.893 7.634
H 5.209 -2.438 7.604
H 4.206 -3.708 9.475


(2)
27
Properties=species:S:1:pos:R:3 method="wB97M-V/def2-TZVPD" e_tot_ev=-14490.8471 e_lumo_ev=-2.6 mol_weight_g_mol=167.24 multiplicity=1 total_charge=+1 orbital_gap_ev=9.41 homo_energy_ev=-12.00 relative_energy_kj_mol=168.58
C -0.834 2.417 -2.932
C -0.083 3.177 -2.096
C 0.122 1.026 -1.366
C -0.192 -0.865 2.430
C -1.084 -1.622 1.514
C 0.736 -0.846 0.300
C 2.155 0.161 2.028
C -0.865 -2.385 -0.793
N -0.733 1.087 -2.438
N 0.409 2.367 -1.152
N 0.860 -0.291 1.488
N -0.400 -1.511 0.201
H -1.476 2.604 -3.729
H 0.095 4.279 -2.123
H -0.703 -0.009 2.922
H 0.291 -1.523 3.264
H -1.257 -2.622 1.795
H -1.965 -0.953 1.304
H 1.269 -0.693 -0.575
H 2.947 0.166 1.279
H 1.933 1.122 2.453
H 2.338 -0.330 3.001
H -0.273 -2.261 -1.737
H -1.100 -3.465 -0.536
H -2.011 -2.150 -0.918
H 1.069 2.661 -0.525
H -1.249 0.461 -3.060


(3)
15
Properties=species:S:1:pos:R:3 method="wB97M-V/def2-TZVPD" e_tot_ev=-6252.0110 e_lumo_ev=1.1 mol_weight_g_mol=74.13 multiplicity=1 smiles="C=N.CCN" orbital_gap_ev=10.44 homo_energy_ev=-9.33 relative_energy_kj_mol=136.75
C -3.339 -0.482 0.571
N -2.307 0.241 0.540
H -3.755 -0.891 1.488
H -3.940 -0.780 -0.295
H -1.959 0.274 -0.420
C 1.376 1.298 -0.396
C 2.324 0.099 -0.166
N 1.617 -1.164 -0.449
H 1.679 1.913 -1.242
H 1.440 1.912 0.491
H 0.382 0.888 -0.553
H 2.700 0.185 0.858
H 3.181 0.085 -0.833
H 0.754 -1.162 0.088
H 2.108 -1.950 -0.051


(4)
44
Properties=species:S:1:pos:R:3 method="wB97M-V/def2-TZVPD" e_tot_ev=-249454.0598 e_lumo_ev=4.2 mol_weight_g_mol=879.42 multiplicity=1 total_charge=-2 orbital_gap_ev=5.52 homo_energy_ev=-1.31 relative_energy_kj_mol=0.00
Pt -1.080 -0.573 1.994
Cl 4.776 -2.652 -1.118
C 3.638 -1.825 -0.063
C 2.802 -2.573 0.771
C 1.897 -1.937 1.579
C 1.776 -0.517 1.613
O 0.908 0.057 2.373
C 2.677 0.216 0.789
C 2.762 1.675 0.760
O 2.249 2.482 1.502
C 3.572 -0.458 -0.056
H 2.860 -3.654 0.755
H 1.213 -2.494 2.208
H 3.414 2.040 -0.070
H 4.219 0.120 -0.706
Se -0.981 -1.303 4.321
Se -2.850 -2.687 4.713
Te -4.534 -1.205 3.604
Se -3.327 -1.199 1.398
C -0.323 3.120 -0.850
Si -1.494 1.847 -0.066
C -3.077 1.890 -1.096
C -1.844 2.561 1.626
N -0.895 0.233 0.070
C -0.589 -0.571 -0.995
C -0.391 -0.072 -2.305
C -0.055 -0.899 -3.364
C 0.097 -2.268 -3.192
C -0.110 -2.785 -1.915
C -0.448 -1.972 -0.852
H -0.877 4.059 -0.958
H 0.069 2.853 -1.833
H 0.516 3.306 -0.179
H -3.467 2.909 -1.184
H -3.832 1.265 -0.614
H -2.907 1.500 -2.103
H -2.119 3.618 1.527
H -0.946 2.491 2.245
H -2.649 2.028 2.135
H -0.496 0.989 -2.488
H 0.094 -0.457 -4.345
H 0.372 -2.910 -4.020
H -0.006 -3.852 -1.743
H -0.616 -2.396 0.131


(5)
105
Properties=species:S:1:pos:R:3 method="wB97M-V/def2-TZVPD" e_tot_ev=-65295.6874 e_lumo_ev=-2.7 mol_weight_g_mol=699.84 multiplicity=1 total_charge=+1 orbital_gap_ev=8.28 homo_energy_ev=-11.02
C 2.944 0.854 3.897
C 2.381 2.351 4.382
O 2.752 3.376 3.395
C 1.663 4.339 3.154
C 0.361 3.706 2.364
C 0.780 2.511 1.288
C -0.069 2.701 -0.102
C 0.494 1.856 -1.387
C 0.778 0.267 -1.119
C 2.161 -0.083 -1.992
F 2.133 0.557 -3.360
O 2.359 -1.518 -2.229
C 1.674 -2.362 -1.242
O 2.227 -2.316 0.120
C 3.697 -2.366 0.134
C 4.355 -3.740 -0.471
N 5.498 -4.315 0.337
C 5.076 -5.475 1.212
C 5.029 -6.934 0.402
C 4.490 -8.115 1.428
O 6.359 -7.299 -0.165
C 0.016 -2.149 -1.292
O -0.496 -2.779 -0.067
C -0.454 -3.048 -2.623
C -1.190 -4.473 -2.191
C -0.119 -5.618 -1.691
C -0.827 -7.016 -1.176
O -2.125 -6.820 -0.502
N -0.373 -0.665 -1.437
C -1.678 -0.336 -0.744
C -2.983 -1.197 -1.341
H 2.564 0.562 2.823
H 2.642 -0.008 4.635
H 4.127 0.948 3.914
H 1.231 2.226 4.563
H 2.977 2.591 5.382
H 2.114 5.168 2.424
H 1.343 4.907 4.140
H -0.345 3.238 3.199
H -0.250 4.559 1.841
H 0.384 1.501 1.784
H 1.933 2.421 1.108
H -1.201 2.541 0.149
H 0.036 3.854 -0.394
H 1.468 2.438 -1.760
H -0.253 1.911 -2.317
H 1.075 0.050 0.017
H 3.052 0.310 -1.327
H 1.826 -3.486 -1.615
H 4.054 -2.292 1.271
H 4.217 -1.437 -0.400
H 4.658 -3.643 -1.621
H 3.482 -4.554 -0.465
H 6.042 -3.588 0.853
H 5.810 -5.526 2.146
H 3.947 -5.278 1.540
H 4.295 -6.890 -0.538
H 4.202 -7.654 2.477
H 5.277 -8.970 1.621
H 3.493 -8.597 0.993
H 6.523 -6.578 -0.851
H -0.302 -2.242 0.756
H 0.482 -3.246 -3.338
H -1.262 -2.463 -3.275
H -2.096 -4.305 -1.454
H -1.677 -4.890 -3.198
H 0.590 -5.912 -2.603
H 0.621 -5.206 -0.851
H -1.023 -7.677 -2.130
H -0.145 -7.656 -0.461
H -2.014 -6.691 0.485
H -0.560 -0.548 -2.479
H -2.018 0.801 -0.874
H -1.647 -0.496 0.439
H -2.918 -2.317 -0.942
H -3.953 -0.682 -0.934
H -2.915 -1.167 -2.531
C -9.297 0.788 -0.730
C -9.291 0.316 -2.044
C -8.165 0.503 -2.849
C -7.045 1.163 -2.325
C -7.052 1.644 -1.009
C -8.185 1.454 -0.214
N -5.850 1.340 -3.158
O -5.890 0.917 -4.323
O -4.868 1.898 -2.648
H -10.175 0.634 -0.105
H -10.162 -0.201 -2.440
H -8.176 0.129 -3.871
H -6.192 2.162 -0.591
H -8.198 1.821 0.810
C 0.669 9.916 -0.396
C -0.681 9.624 -0.197
C -1.085 8.923 0.941
C -0.124 8.522 1.880
C 1.233 8.807 1.679
C 1.625 9.506 0.535
N -0.545 7.807 3.091
O -1.752 7.557 3.224
O 0.330 7.499 3.913
H 0.978 10.468 -1.282
H -1.420 9.945 -0.928
H -2.141 8.703 1.082
H 1.990 8.498 2.396
H 2.675 9.735 0.371


(6)
103
Properties=species:S:1:pos:R:3 method="wB97M-V/def2-TZVPD" e_tot_ev=-53683.0322 e_lumo_ev=1.6 mol_weight_g_mol=574.58 multiplicity=1 total_charge=-1 orbital_gap_ev=3.17 homo_energy_ev=-1.61
C -2.991 -1.727 0.371
O -3.864 -1.451 -0.781
B -5.083 -0.696 -0.378
O -5.051 0.683 0.212
C -6.626 -1.315 -0.600
N -7.073 -1.938 0.719
C -8.323 -1.344 0.936
O -9.521 -1.141 1.554
H -2.647 -0.759 0.960
H -2.000 -2.247 -0.034
H -3.483 -2.457 1.145
H -4.247 0.727 0.817
H -6.528 -2.146 -1.441
C -2.042 1.996 4.101
C -2.640 0.612 3.954
O -2.313 0.074 2.682
H -2.415 2.661 3.315
H -2.289 2.427 5.075
H -0.953 1.960 3.997
H -3.730 0.655 4.037
H -2.262 -0.063 4.729
H -1.343 0.032 2.622
C -2.013 -6.119 -1.086
C -2.274 -4.871 -1.903
O -1.059 -4.167 -2.117
H -1.564 -5.860 -0.121
H -2.940 -6.670 -0.908
H -1.304 -6.777 -1.600
H -2.965 -4.206 -1.376
H -2.710 -5.122 -2.875
H -0.456 -4.763 -2.593
C 3.065 -5.754 0.196
C 1.597 -6.015 -0.071
O 1.361 -6.072 -1.470
H 3.378 -4.812 -0.267
H 3.262 -5.702 1.270
H 3.685 -6.544 -0.240
H 0.982 -5.212 0.346
H 1.279 -6.962 0.377
H 1.905 -6.794 -1.830
C 2.494 1.693 5.435
C 1.217 2.095 6.144
O 0.199 1.139 5.890
H 2.326 1.615 4.356
H 3.288 2.423 5.617
H 2.833 0.710 5.776
H 0.869 3.068 5.784
H 1.373 2.163 7.225
H 0.514 0.280 6.221
C -4.826 -0.593 -3.909
C -5.683 -1.180 -5.011
O -6.905 -1.661 -4.471
H -4.616 -1.346 -3.143
H -3.877 -0.221 -4.308
H -5.346 0.232 -3.411
H -5.169 -2.017 -5.492
H -5.908 -0.429 -5.775
H -7.358 -0.908 -4.054
C -0.722 2.837 -5.070
C -1.047 1.460 -4.530
O -2.116 0.888 -5.270
H -1.599 3.490 -5.011
H 0.097 3.294 -4.507
H -0.437 2.782 -6.125
H -1.353 1.522 -3.481
H -0.179 0.797 -4.597
H -1.831 0.829 -6.198
C 0.736 1.679 -0.872
C -0.483 1.862 0.009
O -0.243 1.301 1.291
H 0.979 0.616 -0.976
H 0.566 2.101 -1.866
H 1.611 2.163 -0.427
H -1.350 1.357 -0.428
H -0.725 2.922 0.129
H 0.523 1.762 1.674
C 6.365 -0.010 7.772
C 4.897 -0.272 7.505
O 4.661 -0.329 6.105
H 6.678 0.932 7.309
H 6.562 0.041 8.846
H 6.985 -0.801 7.336
H 4.282 0.531 7.922
H 4.579 -1.218 7.953
H 5.205 -1.050 5.746
C 5.794 1.765 -2.573
C 4.517 2.167 -1.864
O 3.499 1.211 -2.118
H 5.626 1.687 -3.652
H 6.588 2.495 -2.391
H 6.133 0.782 -2.231
H 4.169 3.140 -2.224
H 4.673 2.235 -0.783
H 3.814 0.352 -1.786
C 3.553 6.640 -4.485
C 3.562 5.257 -3.867
O 3.614 5.359 -2.451
H 4.448 7.198 -4.191
H 3.518 6.579 -5.576
H 2.690 7.215 -4.136
H 4.438 4.693 -4.201
H 2.664 4.697 -4.146
H 2.827 5.853 -2.164


(7)
15
Properties=species:S:1:pos:R:3 method="wB97M-V/def2-TZVPD" e_tot_ev=-7829.2555 e_lumo_ev=1.0 mol_weight_g_mol=87.12 multiplicity=1 smiles="C=C/C=C/N.O" orbital_gap_ev=8.48 homo_energy_ev=-7.45 relative_energy_kj_mol=295.67
N -2.840 0.687 0.861
C -1.487 0.598 0.649
C -0.607 1.613 0.512
C 0.850 1.408 0.424
C 1.666 2.325 -0.144
H -3.311 -0.047 1.368
H -3.147 1.549 1.291
H -1.152 -0.365 0.251
H -1.019 2.594 0.298
H 1.160 0.482 0.895
H 2.579 2.520 0.409
H 1.238 2.974 -0.897
H 1.535 -5.992 -2.233
H 2.667 -5.240 -1.603
O 1.867 -5.107 -2.080


(8)
15
Properties=species:S:1:pos:R:3 method="wB97M-V/def2-TZVPD" e_tot_ev=-7829.2461 e_lumo_ev=0.9 mol_weight_g_mol=87.12 multiplicity=1 smiles="C=C/C=C/N.O" orbital_gap_ev=9.61 homo_energy_ev=-8.67 relative_energy_kj_mol=296.58
N -1.907 0.231 -0.944
C -1.098 0.337 0.166
C 0.022 0.994 0.260
C 0.969 0.893 1.359
C 1.377 -0.229 1.895
H -2.746 0.716 -0.803
H -1.609 0.241 -1.943
H -1.662 -0.236 0.996
H 0.413 1.641 -0.598
H 1.086 1.808 1.843
H 2.014 -0.167 2.803
H 1.156 -1.304 1.591
H -0.025 -1.174 -2.056
H 1.247 -2.252 -2.021
O 0.763 -1.500 -2.549


Repeat the fifth record exactly.
105
Properties=species:S:1:pos:R:3 method="wB97M-V/def2-TZVPD" e_tot_ev=-65295.6874 e_lumo_ev=-2.7 mol_weight_g_mol=699.84 multiplicity=1 total_charge=+1 orbital_gap_ev=8.28 homo_energy_ev=-11.02
C 2.944 0.854 3.897
C 2.381 2.351 4.382
O 2.752 3.376 3.395
C 1.663 4.339 3.154
C 0.361 3.706 2.364
C 0.780 2.511 1.288
C -0.069 2.701 -0.102
C 0.494 1.856 -1.387
C 0.778 0.267 -1.119
C 2.161 -0.083 -1.992
F 2.133 0.557 -3.360
O 2.359 -1.518 -2.229
C 1.674 -2.362 -1.242
O 2.227 -2.316 0.120
C 3.697 -2.366 0.134
C 4.355 -3.740 -0.471
N 5.498 -4.315 0.337
C 5.076 -5.475 1.212
C 5.029 -6.934 0.402
C 4.490 -8.115 1.428
O 6.359 -7.299 -0.165
C 0.016 -2.149 -1.292
O -0.496 -2.779 -0.067
C -0.454 -3.048 -2.623
C -1.190 -4.473 -2.191
C -0.119 -5.618 -1.691
C -0.827 -7.016 -1.176
O -2.125 -6.820 -0.502
N -0.373 -0.665 -1.437
C -1.678 -0.336 -0.744
C -2.983 -1.197 -1.341
H 2.564 0.562 2.823
H 2.642 -0.008 4.635
H 4.127 0.948 3.914
H 1.231 2.226 4.563
H 2.977 2.591 5.382
H 2.114 5.168 2.424
H 1.343 4.907 4.140
H -0.345 3.238 3.199
H -0.250 4.559 1.841
H 0.384 1.501 1.784
H 1.933 2.421 1.108
H -1.201 2.541 0.149
H 0.036 3.854 -0.394
H 1.468 2.438 -1.760
H -0.253 1.911 -2.317
H 1.075 0.050 0.017
H 3.052 0.310 -1.327
H 1.826 -3.486 -1.615
H 4.054 -2.292 1.271
H 4.217 -1.437 -0.400
H 4.658 -3.643 -1.621
H 3.482 -4.554 -0.465
H 6.042 -3.588 0.853
H 5.810 -5.526 2.146
H 3.947 -5.278 1.540
H 4.295 -6.890 -0.538
H 4.202 -7.654 2.477
H 5.277 -8.970 1.621
H 3.493 -8.597 0.993
H 6.523 -6.578 -0.851
H -0.302 -2.242 0.756
H 0.482 -3.246 -3.338
H -1.262 -2.463 -3.275
H -2.096 -4.305 -1.454
H -1.677 -4.890 -3.198
H 0.590 -5.912 -2.603
H 0.621 -5.206 -0.851
H -1.023 -7.677 -2.130
H -0.145 -7.656 -0.461
H -2.014 -6.691 0.485
H -0.560 -0.548 -2.479
H -2.018 0.801 -0.874
H -1.647 -0.496 0.439
H -2.918 -2.317 -0.942
H -3.953 -0.682 -0.934
H -2.915 -1.167 -2.531
C -9.297 0.788 -0.730
C -9.291 0.316 -2.044
C -8.165 0.503 -2.849
C -7.045 1.163 -2.325
C -7.052 1.644 -1.009
C -8.185 1.454 -0.214
N -5.850 1.340 -3.158
O -5.890 0.917 -4.323
O -4.868 1.898 -2.648
H -10.175 0.634 -0.105
H -10.162 -0.201 -2.440
H -8.176 0.129 -3.871
H -6.192 2.162 -0.591
H -8.198 1.821 0.810
C 0.669 9.916 -0.396
C -0.681 9.624 -0.197
C -1.085 8.923 0.941
C -0.124 8.522 1.880
C 1.233 8.807 1.679
C 1.625 9.506 0.535
N -0.545 7.807 3.091
O -1.752 7.557 3.224
O 0.330 7.499 3.913
H 0.978 10.468 -1.282
H -1.420 9.945 -0.928
H -2.141 8.703 1.082
H 1.990 8.498 2.396
H 2.675 9.735 0.371